1.
100
Properties=species:S:1:pos:R:3 method="wB97M-V/def2-TZVPD" spin_multiplicity=1 charge=-1 orbital_gap_ev=5.952 e_lumo_ha=0.0330
C -1.252 -0.054 0.632
O -0.652 -1.130 -0.107
C -1.091 -2.370 0.479
C -0.459 -3.591 -0.241
C 0.928 -4.056 0.324
C 1.054 -4.034 1.885
C 2.049 -2.883 2.335
C 3.338 -3.421 3.061
C 4.670 -3.103 2.266
C 5.662 -2.149 3.024
C 6.341 -1.110 2.054
C 7.259 -0.147 2.886
C 7.247 1.330 2.332
C 8.464 1.639 1.409
S 8.105 1.308 -0.374
O 6.621 1.265 -0.536
O 8.660 2.473 -1.124
N 8.883 -0.159 -0.645
S 8.678 -0.680 -2.232
C 9.437 -2.351 -2.219
O 9.396 0.121 -3.260
O 7.248 -0.881 -2.633
H -1.663 0.717 -0.056
H -2.062 -0.398 1.316
H -0.423 0.392 1.230
H -0.986 -2.368 1.584
H -2.193 -2.413 0.277
H -1.173 -4.441 -0.328
H -0.276 -3.262 -1.304
H 1.053 -5.116 0.010
H 1.783 -3.525 -0.139
H 0.095 -3.935 2.430
H 1.535 -4.979 2.219
H 2.370 -2.262 1.473
H 1.545 -2.193 3.048
H 3.317 -4.516 3.249
H 3.417 -2.939 4.065
H 5.201 -4.079 2.158
H 4.446 -2.757 1.236
H 5.143 -1.620 3.860
H 6.467 -2.763 3.484
H 7.003 -1.712 1.397
H 5.580 -0.550 1.473
H 8.294 -0.529 3.001
H 6.837 -0.094 3.920
H 6.268 1.569 1.880
H 7.368 1.986 3.229
H 8.695 2.722 1.478
H 9.369 1.083 1.740
H 9.153 -2.911 -3.130
H 10.536 -2.262 -2.107
H 8.986 -2.886 -1.352
C -5.304 1.622 1.504
C -4.820 0.244 1.481
N -4.441 -0.840 1.464
H -6.079 1.756 2.250
H -4.502 2.323 1.739
H -5.724 1.919 0.534
C -6.134 3.286 -3.259
C -6.119 3.362 -1.802
N -6.087 3.456 -0.657
H -6.216 2.255 -3.601
H -6.975 3.837 -3.677
H -5.221 3.704 -3.686
C -4.221 6.744 -0.103
C -4.153 6.714 -1.561
N -4.121 6.645 -2.707
H -3.479 6.085 0.344
H -4.046 7.746 0.289
H -5.198 6.420 0.251
C 3.908 -4.188 -2.871
C 3.604 -4.969 -1.677
N 3.360 -5.583 -0.739
H 3.096 -3.504 -3.116
H 4.811 -3.589 -2.742
H 4.068 -4.830 -3.739
C -9.411 1.330 0.504
C -8.650 2.053 1.517
N -8.051 2.624 2.311
H -9.137 1.653 -0.501
H -9.230 0.257 0.565
H -10.483 1.491 0.624
C -7.169 5.719 3.810
C -5.833 5.859 3.238
N -4.786 5.968 2.783
H -7.207 6.108 4.828
H -7.910 6.260 3.223
H -7.476 4.673 3.844
C 0.713 -3.555 -5.848
C 0.784 -3.499 -4.391
N 0.842 -3.455 -3.246
H -0.308 -3.413 -6.200
H 1.329 -2.780 -6.304
H 1.061 -4.517 -6.225
C -11.492 2.925 -3.212
C -10.125 2.417 -3.267
N -9.050 2.018 -3.312
H -11.759 3.445 -4.131
H -12.210 2.116 -3.071
H -11.621 3.627 -2.387

***

2.
60
Properties=species:S:1:pos:R:3 method="wB97M-V/def2-TZVPD" spin_multiplicity=1 orbital_gap_ev=7.694 relative_energy_kj_mol=205.0 smiles="O=C(Nc1ccc(N2CCOCC2)cc1)c1cccc(S(=O)(=O)N2CCCCCC2)c1" e_lumo_ha=0.0145
O 3.593 4.505 -0.744
C 3.260 3.367 -0.480
N 4.000 2.299 -0.867
C 3.739 0.933 -0.619
C 3.751 0.022 -1.669
C 3.387 -1.290 -1.465
C 2.969 -1.750 -0.206
C 3.036 -0.837 0.855
C 3.427 0.470 0.654
H 3.463 1.149 1.494
H 2.753 -1.129 1.853
N 2.614 -3.070 -0.038
C 1.837 -3.767 -1.046
H 1.985 -3.327 -2.029
C 0.344 -3.705 -0.691
O 0.099 -4.263 0.582
C 0.821 -3.563 1.575
C 2.323 -3.628 1.268
H 2.909 -3.133 2.039
H 2.622 -4.683 1.235
H 0.596 -4.060 2.520
H 0.482 -2.519 1.618
H -0.243 -4.296 -1.398
H 0.013 -2.657 -0.719
H 2.166 -4.813 -1.066
H 3.428 -1.968 -2.302
H 4.037 0.351 -2.658
H 4.768 2.517 -1.490
C 2.025 3.045 0.306
C 1.164 2.024 -0.084
C 0.124 1.664 0.745
C -0.128 2.341 1.924
C 0.671 3.421 2.264
C 1.751 3.761 1.466
H 2.408 4.572 1.743
H 0.471 3.977 3.168
H -0.930 2.013 2.566
S -0.814 0.191 0.333
O -0.889 -0.622 1.513
O -0.232 -0.389 -0.845
N -2.340 0.686 -0.052
C -3.327 0.795 0.996
H -3.676 1.829 1.095
C -4.491 -0.163 0.736
H -5.101 -0.227 1.640
C -5.378 0.248 -0.436
H -5.911 1.169 -0.184
C -4.617 0.456 -1.745
C -3.798 1.748 -1.755
H -4.336 2.514 -1.193
C -2.389 1.580 -1.183
H -1.983 2.571 -0.919
H -1.730 1.131 -1.930
H -3.691 2.113 -2.778
H -5.345 0.498 -2.559
H -3.957 -0.393 -1.926
H -6.129 -0.532 -0.583
H -4.064 -1.148 0.545
H -2.835 0.493 1.922
H 1.300 1.475 -1.001

***

3.
19
Properties=species:S:1:pos:R:3 method="wB97M-V/def2-TZVPD" spin_multiplicity=1 orbital_gap_ev=8.214 relative_energy_kj_mol=266.1 smiles="C/C(N)=C/N.O.O" e_lumo_ha=0.0290
C 0.514 1.018 0.123
C 1.017 1.466 -1.387
C 2.181 1.037 -1.988
N 2.562 1.139 -3.414
N 0.110 2.265 -2.095
H 0.812 1.846 0.756
H 1.335 0.323 0.512
H -0.364 0.315 0.082
H 3.032 0.689 -1.411
H 3.483 1.529 -3.372
H 1.958 1.633 -4.097
H 0.420 2.386 -3.016
H -0.835 2.012 -2.122
H -4.069 -4.554 0.626
H -4.433 -5.857 -0.105
O -4.365 -5.492 0.839
H -0.852 -1.184 7.132
H -1.006 0.093 6.286
O -1.499 -0.661 6.651